# 1
Molecular formula: C44H30F3IrN7OS2
Method: DFT, ωB97M-V with the def2-TZVPD basis set

CARTESIAN COORDINATES (ANGSTROEM)
Ir1 0.5856 -0.1313 0.4063
C1 -1.7444 -0.3123 5.6943
C2 -2.5755 0.3638 4.8106
C3 -2.1093 0.7732 3.5837
C4 -0.7791 0.5079 3.1941
C5 0.0275 -0.2321 4.0752
C6 -0.4456 -0.6167 5.3107
N1 -0.3060 0.9291 1.9829
C7 -0.8086 2.0960 1.4679
C8 -1.1334 3.2074 2.2481
C9 -1.6607 4.3429 1.6606
C10 -1.8791 4.3914 0.2906
C11 -1.5535 3.3067 -0.5068
C12 -0.9935 2.1669 0.0631
N2 -0.6342 1.0342 -0.6309
N3 -1.1082 0.9118 -1.8362
C13 -0.8827 -0.1213 -2.6121
C14 -1.6921 -0.2005 -3.7780
C15 -1.6186 -1.2502 -4.6397
C16 -0.6940 -2.2787 -4.3629
C17 0.1209 -2.1635 -3.2812
N4 0.0722 -1.1171 -2.4187
H1 -2.1080 -0.6017 6.6691
H2 -3.6012 0.5662 5.0809
H3 -2.7761 1.2692 2.8944
H4 1.0371 -0.4701 3.7857
H5 0.2028 -1.1571 5.9866
H6 -0.9458 3.1754 3.3116
H7 -1.9157 5.1887 2.2806
H8 -2.2924 5.2819 -0.1574
H9 -1.7114 3.3220 -1.5721
H10 -2.3813 0.6137 -3.9258
H11 -2.2392 -1.3017 -5.5207
H12 -0.6163 -3.1444 -4.9976
H13 0.8797 -2.8994 -3.0629
N5 7.0685 3.3396 7.4050
C18 6.4359 2.8837 6.5645
C19 5.6509 2.3340 5.5248
C20 6.2002 2.1407 4.2571
C21 5.4148 1.6319 3.2423
C22 4.0826 1.2929 3.4717
C23 3.5495 1.4603 4.7484
C24 4.3230 1.9833 5.7656
C25 3.2245 0.8083 2.3624
C26 2.9228 -0.5652 2.3299
C27 3.5741 -1.5675 3.0896
C28 3.0612 -2.7788 2.6773
C29 2.0855 -2.4870 1.7152
N6 1.9910 -1.1785 1.5038
C30 2.8136 1.7635 1.4332
C31 3.0700 3.1648 1.4782
C32 2.5571 3.6977 0.3218
C33 2.0140 2.6234 -0.4053
N7 2.1547 1.4774 0.2480
H14 7.2340 2.3937 4.0768
H15 5.8311 1.4884 2.2574
H16 2.5193 1.2012 4.9395
H17 3.9130 2.1265 6.7529
H18 4.3548 -1.3960 3.8048
H19 3.3333 -3.7604 3.0137
H20 1.4643 -3.1893 1.1867
H21 3.5453 3.6863 2.2855
H22 2.5810 4.7179 -0.0086
H23 1.5729 2.6689 -1.3853
C34 -0.9973 -5.5150 1.2148
O1 -0.9248 -4.2266 0.6314
C35 -1.4484 -3.2018 1.2989
S1 -1.9800 -3.2431 2.8792
S2 -1.6319 -1.7459 0.4652
H24 -0.3463 -6.1544 0.6227
H25 -2.0247 -5.8861 1.1685
H26 -0.6729 -5.4895 2.2577
F1 7.8123 -3.3403 -4.1908
C36 6.5612 -3.7347 -4.5070
F2 6.3659 -3.3266 -5.7796
F3 6.5936 -5.0750 -4.5506
C37 5.5174 -3.1826 -3.5874
C38 5.2847 -1.8017 -3.5982
C39 4.2546 -1.2719 -2.8714
C40 3.3851 -2.1151 -2.1240
C41 3.7125 -3.4958 -2.0358
C42 4.7509 -4.0136 -2.7673
C43 2.2280 -1.5965 -1.6209
C44 1.0761 -1.0583 -1.4090
H27 5.9104 -1.1637 -4.2046
H28 4.0492 -0.2139 -2.8834
H29 3.1086 -4.1398 -1.4160
H30 4.9719 -5.0701 -2.7300

Calculated values
2S+1 ... 2
Total charge ... 0
Kohn-Sham gap (alpha / beta) ... 4.8 / 4.9 eV
Lowest unoccupied orbital energy (alpha / beta) ... -2.25 / -2.23 eV
⟨S²⟩ ... 0.798

Mulliken atomic charge list, values in e, 4 entries: atom 1 (Ir): 0.617, atom 2 (C): -0.620, atom 3 (C): -0.824, atom 4 (C): -0.034

=====

# 2
Molecular formula: H8O4
Method: DFT, ωB97M-V with the def2-TZVPD basis set

CARTESIAN COORDINATES (ANGSTROEM)
O1 36.8433 12.9896 -5.6162
H1 37.2380 13.6503 -5.0327
H2 36.4689 12.2372 -5.1119
O2 37.8850 13.1553 -1.7076
H3 36.9843 13.5808 -1.6607
H4 37.7909 12.2329 -1.9715
O3 36.9456 16.6831 -2.9211
H5 37.2362 16.1393 -3.6505
H6 36.9091 17.5779 -3.2605
O4 38.3835 14.6710 -4.1707
H7 39.2711 14.9502 -4.2268
H8 38.3660 14.1196 -3.3549

Calculated values
Total charge ... 0
Kohn-Sham gap ... 11.2 eV
Lowest unoccupied orbital energy ... 0.35 eV
SMILES string ... O.O.O.O

Mulliken atomic charge list, values in e, 4 entries: atom 1 (O): -0.660, atom 2 (H): 0.407, atom 3 (H): 0.288, atom 4 (O): -0.728

=====

# 3
Molecular formula: C4H10O
Method: DFT, ωB97M-V with the def2-TZVPD basis set

CARTESIAN COORDINATES (ANGSTROEM)
C1 -1.2968 -1.2996 0.7567
C2 -0.9437 0.0368 0.1055
C3 0.5125 0.0628 -0.3604
C4 1.0276 1.4539 -0.7186
O1 1.2928 -0.4705 0.7045
H1 -0.6385 -1.4858 1.6084
H2 -1.1585 -2.1274 0.0505
H3 -2.3336 -1.3173 1.1054
H4 -1.5949 0.2283 -0.7579
H5 -1.1133 0.8584 0.8141
H6 0.5945 -0.5930 -1.2443
H7 0.5614 1.8565 -1.6246
H8 0.8465 2.1478 0.1096
H9 2.1105 1.4129 -0.8866
H10 2.1333 -0.7638 0.3377

Calculated values
Total charge ... 0
Kohn-Sham gap ... 11.3 eV
Lowest unoccupied orbital energy ... 0.98 eV
SMILES string ... CC[C@@H](C)O

Mulliken atomic charge list, values in e, 4 entries: atom 1 (C): -1.138, atom 2 (C): -0.540, atom 3 (C): 0.356, atom 4 (C): -1.274

=====

# 4
Molecular formula: C9H14
Method: DFT, ωB97M-V with the def2-TZVPD basis set

CARTESIAN COORDINATES (ANGSTROEM)
C1 0.6400 -2.3277 0.2828
C2 -0.5145 -1.5332 -0.2148
C3 -0.5168 -0.1762 -0.4318
C4 -1.5324 0.5026 -1.0950
C5 -2.5306 -0.2627 -1.6804
C6 -2.5865 -1.6193 -1.4072
C7 -1.6822 -2.2382 -0.5746
H1 0.4636 -2.8282 1.2365
H2 1.5032 -1.6853 0.4876
H3 1.0137 -3.0735 -0.4130
H4 0.3377 0.3887 -0.0800
H5 -1.4953 1.5755 -1.2040
H6 -3.2408 0.2535 -2.3140
H7 -3.4511 -2.1465 -1.8023
H8 -1.7071 -3.2915 -0.3246
C8 2.3634 1.9397 0.6819
C9 1.4820 2.6440 1.6861
H9 1.9270 1.9661 -0.3145
H10 3.3804 2.3250 0.6116
H11 2.4640 0.9128 0.9955
H12 1.3410 3.6978 1.4630
H13 1.8831 2.6924 2.6759
H14 0.4582 2.2843 1.7354

Calculated values
Total charge ... 0
Kohn-Sham gap ... 10.0 eV
Lowest unoccupied orbital energy ... 1.04 eV
SMILES string ... Cc1ccccc1.CC

Mulliken atomic charge list, values in e, 4 entries: atom 1 (C): -1.278, atom 2 (C): 0.375, atom 3 (C): 0.353, atom 4 (C): -0.427

=====

Look up the total charge of the fourth one. 0

=====

What is the formula in the second record? H8O4

=====

Which formula does entry 1 have? C44H30F3IrN7OS2